This record from the Open Molecules 2025 dataset describes a molecular structure, C56H58Cl2CsN9O7Se in a non-equilibrium geometry. The level of theory is the ωB97M-V functional and the def2-TZVPD basis.

Calculated values
- Relative energy (zero: lowest compared OMol25 entry of this formula, charge and spin): 1.259 eV
- LUMO level: 3.5396 eV
- E_tot: -6530.23185 hartree
- Charge: -2

The geometry in XYZ format:
```
134
Properties=species:S:1:pos:R:3:forces:R:3:mulliken_charge:R:1
Cs -0.314 -0.298 -0.030 -0.967 -0.157 1.205 0.92
Se 1.662 0.383 -2.928 0.337 0.052 -0.125 0.46
Cl 7.642 4.252 3.231 0.006 0.012 0.004 -0.23
Cl 5.425 2.114 -1.198 0.015 0.060 -0.027 0.11
O 4.937 -5.331 -4.812 -0.037 -0.262 -0.267 -0.67
O -1.588 -3.183 -3.820 -0.025 0.260 -0.028 -0.76
O 2.253 0.012 2.010 0.024 0.000 0.014 -0.43
O 3.218 1.967 1.473 -0.083 -0.171 -0.001 -1.10
O 5.299 -4.985 -2.732 0.070 -0.178 0.317 -0.62
O -0.634 -1.485 -2.648 -0.586 0.056 -0.178 -0.31
O -0.917 -2.032 2.890 0.042 -0.075 0.011 -0.38
N -5.907 0.252 0.611 -0.093 0.045 0.021 0.49
N 5.800 2.422 1.754 0.205 0.127 0.009 0.11
N -1.179 2.027 -2.023 0.152 -0.086 0.024 -0.55
N 3.209 -0.010 -3.692 -0.068 -0.006 -0.086 -1.01
N 4.581 -4.956 -3.710 0.097 0.559 -0.094 1.05
N -2.161 1.291 -2.730 0.084 -0.133 -0.069 0.79
N -3.659 -0.391 0.419 -0.117 0.159 -0.026 1.16
N 2.176 -0.101 -1.301 0.694 0.228 -0.734 0.40
N -4.279 1.587 1.553 0.084 -0.012 -0.089 0.13
C 4.189 -1.041 -0.320 -0.099 0.001 -0.092 -0.68
C -4.523 0.448 0.853 0.069 -0.002 0.040 -0.77
C -7.968 1.514 0.622 -0.017 0.005 -0.014 -0.88
C -1.316 1.865 -5.007 -0.004 0.008 -0.045 -1.64
C -4.362 -1.242 -1.728 0.001 -0.056 -0.022 -0.09
C 2.387 -4.399 -4.662 -0.014 -0.012 0.032 -0.73
C 3.418 -0.535 -1.419 0.183 -0.160 0.160 0.80
C -2.524 1.795 -4.061 0.056 -0.020 0.000 1.71
C 7.554 0.725 1.649 -0.016 -0.065 0.004 -0.42
C 0.727 -3.253 -3.326 -0.023 -0.097 0.046 0.07
C -8.108 1.339 3.366 0.016 -0.005 -0.030 -0.60
C 5.436 -1.507 -0.564 0.073 -0.020 -0.048 0.19
C -4.109 -1.458 -0.370 0.094 -0.076 0.054 -0.81
C -6.006 -0.035 3.494 0.008 -0.009 0.024 -0.69
C -3.172 3.169 -3.923 -0.008 0.003 0.013 -1.87
C 3.090 0.920 2.164 -0.120 0.156 -0.066 0.95
C -4.723 -2.286 -2.563 0.008 0.041 0.023 -0.48
C -0.665 -2.585 -3.258 0.606 -0.256 0.033 -0.40
C -0.975 3.077 3.635 -0.014 0.003 0.001 -0.62
C -2.256 3.538 3.914 0.023 -0.017 -0.013 -1.05
C 8.184 5.086 0.731 -0.007 -0.017 0.040 -0.67
C 5.461 0.286 2.795 0.052 0.017 0.063 0.81
C -0.614 -4.212 3.778 0.014 -0.015 0.012 -1.45
C -3.089 2.059 2.225 -0.049 -0.136 -0.014 -1.26
C 5.928 -0.988 3.075 0.014 -0.020 -0.012 -0.34
C 6.561 3.281 0.952 -0.122 -0.073 -0.086 -1.91
C 4.120 0.747 3.305 0.051 -0.005 0.037 -1.95
C 3.987 -0.509 -2.745 0.074 -0.016 0.078 0.86
C -1.833 1.567 1.868 -0.154 0.343 0.081 0.54
C -9.111 2.002 2.672 -0.007 0.001 0.027 -0.71
C 1.621 -3.238 -2.252 -0.065 0.100 -0.043 0.47
C 3.246 -4.372 -3.575 -0.134 -0.077 0.035 -0.30
C 7.190 4.141 -1.241 0.000 0.009 0.015 -0.85
C -4.576 -3.791 -0.708 0.012 0.017 -0.019 -0.61
C -4.731 3.547 3.517 -0.020 0.018 0.011 -1.25
C 6.286 1.154 2.045 0.059 -0.042 0.081 0.96
C -0.795 2.121 2.639 0.095 -0.027 -0.028 -0.33
C -7.032 0.740 2.718 -0.026 -0.004 0.027 1.32
C 5.993 -1.508 -1.889 -0.013 -0.011 0.071 -1.02
C -6.957 0.850 1.318 0.064 -0.032 -0.018 -0.18
C 2.879 -3.805 -2.365 0.063 -0.031 0.007 -0.05
C 7.187 -1.425 2.665 -0.032 0.007 0.038 -0.94
C 7.444 4.208 1.507 0.057 -0.022 -0.002 1.00
C -3.529 0.792 -4.621 -0.001 -0.030 0.002 -1.61
C -3.932 -3.019 1.604 0.000 0.002 -0.012 -1.71
C -9.046 2.075 1.289 0.020 -0.011 -0.021 -0.54
C 6.466 3.266 -0.447 -0.042 0.051 0.037 0.91
C -4.838 -3.570 -2.053 0.015 -0.036 0.013 -0.94
C 1.123 -3.854 -4.518 0.013 -0.054 -0.032 -0.58
C -4.210 -2.758 0.149 -0.027 0.016 0.035 0.89
C -0.160 -2.958 3.057 0.017 0.015 -0.052 0.81
C 5.308 -1.025 -2.953 -0.082 0.040 -0.016 -1.09
C 1.246 -2.951 2.511 -0.028 -0.057 -0.018 -0.04
C 8.048 5.052 -0.646 0.023 0.026 -0.042 -0.35
C 7.998 -0.555 1.958 0.020 0.046 -0.004 -0.67
C -3.344 3.029 3.213 0.001 -0.006 0.011 1.18
H 8.189 1.391 1.077 -0.005 -0.013 0.007 0.41
H -2.457 3.908 -3.557 -0.007 0.002 0.008 0.35
H -2.422 4.293 4.678 0.000 0.000 -0.002 0.21
H 6.990 -1.910 -2.028 -0.004 0.005 -0.011 0.43
H -6.121 -0.153 -0.286 0.002 -0.009 -0.011 0.21
H 3.743 -1.014 0.666 0.016 -0.032 -0.015 -0.04
H -4.690 4.279 4.326 -0.003 -0.004 -0.002 0.37
H -8.165 1.262 4.446 -0.002 -0.001 -0.004 0.38
H -3.232 -2.288 2.009 0.002 -0.008 -0.008 0.23
H 8.982 -0.869 1.630 -0.003 -0.001 0.000 0.34
H 2.714 -4.844 -5.590 -0.001 -0.004 -0.005 0.47
H -6.417 -0.355 4.452 -0.003 0.005 0.000 0.60
H 4.758 2.427 1.601 -0.083 -0.001 -0.041 0.54
H -0.722 -5.017 3.045 0.009 0.010 0.010 0.27
H 1.360 -2.758 -1.314 -0.145 0.006 -0.176 0.29
H -4.637 -4.799 -0.310 0.000 0.007 0.000 0.41
H 3.582 -3.784 -1.544 0.003 -0.002 -0.001 0.64
H 8.617 5.738 -1.261 -0.005 -0.003 0.000 0.34
H 7.522 -2.428 2.900 -0.005 0.001 -0.001 0.35
H 0.230 1.795 2.442 -0.036 0.062 0.044 0.06
H 1.935 -3.479 3.174 -0.012 0.003 0.009 0.50
H -3.516 -4.020 1.746 -0.011 0.001 -0.010 0.51
H -0.541 2.538 -2.620 -0.018 0.120 -0.028 0.15
H 6.044 -1.871 0.257 -0.038 0.011 -0.040 0.34
H 1.241 -3.498 1.561 0.010 0.031 -0.002 0.18
H -5.426 2.758 3.822 0.027 0.028 0.004 0.12
H -1.573 -4.035 4.260 -0.005 -0.006 -0.015 0.30
H 8.851 5.788 1.212 -0.002 -0.007 -0.004 0.41
H -4.430 0.774 -4.005 0.010 0.017 -0.038 0.34
H -1.797 0.340 -2.827 -0.107 -0.022 0.009 -0.45
H -5.188 4.051 2.654 0.012 -0.005 -0.001 0.30
H 5.719 -1.019 -3.955 0.014 -0.008 0.015 0.56
H 0.413 -3.884 -5.334 -0.002 0.007 0.005 0.46
H -5.077 -4.400 -2.707 -0.003 0.009 0.014 0.37
H -1.621 2.197 -6.003 -0.004 -0.007 0.012 0.44
H -3.809 1.058 -5.644 0.011 -0.001 0.006 0.54
H -4.851 -2.963 2.196 0.003 0.016 0.003 0.18
H 7.076 4.094 -2.315 0.005 0.005 0.004 0.44
H -5.102 0.551 3.682 -0.028 -0.032 0.006 0.17
H -9.821 2.584 0.728 0.008 -0.003 0.004 0.37
H -7.885 1.591 -0.456 -0.011 0.005 0.005 0.46
H -3.549 3.512 -4.890 0.011 -0.002 0.007 0.45
H -9.938 2.451 3.208 0.010 -0.006 -0.009 0.36
H -5.101 2.144 1.704 0.002 0.008 0.001 0.03
H -4.866 -2.104 -3.622 0.003 0.002 -0.001 0.31
H 0.130 -4.537 4.508 -0.021 0.017 0.004 0.44
H -1.595 2.634 -1.330 -0.096 0.000 -0.003 0.16
H 3.743 0.021 4.025 -0.044 -0.009 -0.027 0.53
H -3.101 -0.214 -4.628 -0.011 0.009 0.007 0.27
H -0.556 2.568 -4.656 -0.003 -0.002 0.015 0.40
H -5.687 -0.914 2.933 -0.002 -0.011 0.004 -0.26
H -4.201 -0.240 -2.110 0.004 -0.043 0.021 0.45
H -0.855 0.878 -5.097 -0.015 0.013 -0.002 0.25
H 4.230 1.716 3.804 0.052 -0.026 -0.028 0.34
H 1.589 -1.928 2.345 0.005 -0.015 -0.005 -0.30
H 5.285 -1.653 3.642 0.007 -0.003 0.001 0.33
H -4.002 3.117 -3.216 0.008 0.003 -0.015 0.33
H -0.125 3.475 4.183 -0.015 -0.009 -0.006 0.42
```
Positions in Å, forces in eV/Å.